# 1
The following is a DFT calculation (the ωB97M-V functional and the def2-TZVPD basis) of a molecular structure, C8H8Cl2IrN2O3PrSe.

Last column: Löwdin spin population.
Positions of all 26 atoms, in Å:
Pr: -2.69 1.43 -3.51  2.058
Ir: -1.49 0.63 0.89  1.989
Cl: -2.79 2.67 -0.87  0.136
Cl: -1.37 -0.76 -4.80  -0.042
C: -1.20 -1.07 0.27  0.138
C: -5.04 1.81 -2.84  -0.003
C: -4.46 -0.52 -3.67  -0.003
O: -1.08 -2.25 0.08  0.042
O: -6.01 2.30 -2.51  0.002
O: -5.51 -0.98 -3.82  0.000
C: 3.40 0.90 -0.40  0.013
N: 2.75 0.11 0.60  0.070
C: 3.25 -1.04 1.18  0.252
C: 2.30 -1.48 2.05  0.311
N: 1.24 -0.61 2.00  0.056
C: 0.06 -0.69 2.83  0.107
C: 1.55 0.39 1.15  0.219
Se: 0.57 1.77 0.60  0.579
H: 2.88 0.84 -1.35  0.004
H: 4.43 0.54 -0.53  0.001
H: 3.42 1.95 -0.12  0.006
H: 4.21 -1.45 0.95  0.007
H: 2.28 -2.35 2.67  0.010
H: -0.31 -1.73 2.80  0.001
H: 0.34 -0.44 3.86  0.007
H: -0.74 0.01 2.48  0.041

Properties
Charge: +4
Spin multiplicity: 7
Frontier orbital gap (alpha / beta), eV: 6.65 / 3.22
⟨S²⟩: 12.030

---

# 2
The following is a DFT calculation (the ωB97M-V functional and the def2-TZVPD basis) of 2 unconnected molecules or ions with the total composition C5H8O2.

Last column: Mulliken charge in e.
Positions of all 15 atoms, in Å:
C: -1.18 -0.46 -0.30  -0.244
C: -0.10 -1.24 -0.38  -0.213
O: 1.17 -0.80 -0.62  -0.377
C: 1.29 0.59 -0.74  -0.044
C: 1.09 1.43 0.49  -0.656
C: 0.08 1.46 -0.62  -0.050
O: -1.19 0.90 -0.43  -0.382
H: -2.17 -0.86 -0.10  0.420
H: -0.15 -2.31 -0.23  0.378
H: 2.06 0.85 -1.46  0.327
H: 0.80 0.88 1.38  0.233
H: 1.73 2.30 0.67  0.279
H: 0.01 2.35 -1.25  0.327
H: -1.84 -2.90 1.86  0.275
H: -1.60 -2.21 1.72  -0.273

Properties
Structure (SMILES): C1=CO[C@@H]2C[C@@H]2O1.[H][H]
Frontier orbital gap, eV: 9.21
Energy relative to the best compared isomer or geometry (same formula, charge and spin), kcal/mol: 80.63

---

# 3
The following is a DFT calculation (the ωB97M-V functional and the def2-TZVPD basis) of a molecular structure, C15H11LiO2.

Last column: Mulliken charge in e.
Positions of all 29 atoms, in Å:
C: -1.47 -1.98 -2.34  -0.439
C: -2.83 -1.97 -2.40  -0.274
C: -3.63 -0.72 -2.38  0.257
O: -4.88 -0.71 -2.37  -0.544
C: -2.79 0.50 -2.36  -0.219
C: -1.44 0.47 -2.28  -0.385
C: -0.70 -0.77 -2.07  0.763
O: 0.49 -0.82 -1.58  -0.733
H: -0.94 -2.94 -2.36  0.384
H: -3.40 -2.91 -2.44  0.390
H: -3.34 1.45 -2.38  0.380
H: -0.88 1.42 -2.27  0.379
C: 0.33 -0.26 3.08  -0.836
Li: 1.52 -0.88 -0.08  0.884
C: -0.80 -0.13 2.24  -0.762
C: -0.42 0.78 1.19  -0.598
C: 0.99 1.07 1.29  -0.168
C: 1.46 0.41 2.50  0.874
C: 2.82 0.27 2.72  -0.618
C: 3.70 0.71 1.73  -0.515
C: 3.26 1.35 0.57  -0.610
C: 1.90 1.58 0.34  -0.333
H: 0.42 -0.76 4.02  0.452
H: -1.75 -0.69 2.31  0.355
H: -1.00 1.21 0.37  0.567
H: 3.12 -0.16 3.69  0.352
H: 4.76 0.54 1.88  0.361
H: 3.98 1.72 -0.16  0.360
H: 1.50 2.23 -0.46  0.276

Properties
Frontier orbital gap, eV: 3.04

---

# 4
The following is a DFT calculation (the ωB97M-V functional and the def2-TZVPD basis) of a molecular structure, C10H9AuIN2OTe4.

Last column: Löwdin spin population.
Positions of all 28 atoms, in Å:
Au: -0.19 -1.59 -1.25  0.158
Te: 1.40 -3.01 -3.00  0.348
Te: 1.26 -5.17 -1.45  0.124
Te: -1.53 -5.24 -1.09  0.083
Te: -2.12 -3.02 -2.44  0.261
I: 0.26 -4.53 3.91  0.000
C: 0.10 -2.67 3.01  0.000
C: 0.00 -1.51 3.76  0.005
C: -0.11 -0.30 3.10  -0.001
C: -0.11 -0.29 1.72  0.006
N: -0.02 -1.41 1.00  0.003
C: 0.08 -2.59 1.62  0.005
H: 0.01 -1.56 4.84  0.000
H: -0.19 0.63 3.65  0.000
H: -0.20 0.64 1.17  0.000
H: 0.15 -3.47 0.99  0.002
O: 0.45 0.50 -2.57  0.003
N: 0.28 1.69 -2.10  0.000
C: -0.94 2.08 -1.65  0.001
C: -1.14 3.35 -1.15  0.000
C: -0.09 4.25 -1.11  0.000
C: 1.15 3.84 -1.59  0.000
C: 1.31 2.56 -2.08  0.000
H: -1.70 1.31 -1.72  0.001
H: -2.12 3.62 -0.80  0.000
H: -0.23 5.25 -0.73  0.000
H: 2.00 4.50 -1.58  0.000
H: 2.23 2.15 -2.46  0.000

Properties
Spin multiplicity: 2
Frontier orbital gap (alpha / beta), eV: 6.12 / 4.78
⟨S²⟩: 0.778